Record 1
The following is a quantum chemistry calculation of C29H43GeIrN5O3Si3 as an isolated structure in a non-equilibrium geometry, from the OMol25 dataset.

Last column: Löwdin spin population.
Cartesian coordinates (Å):
C  -3.070  2.667  -1.196  0.000
C  -0.226  1.225  4.209  0.000
H  4.567  -0.590  -1.712  0.000
C  -3.511  -1.215  -2.426  0.000
N  2.880  0.171  1.955  0.013
H  -5.567  -1.509  -2.976  0.000
H  -1.570  -0.894  -1.576  0.000
H  0.736  3.823  -1.640  0.000
C  -5.334  -1.213  -0.865  0.000
H  3.726  -2.551  -1.740  0.000
C  -2.702  -2.366  2.644  0.001
N  0.384  1.208  5.393  0.000
H  0.051  1.572  -3.485  0.000
H  6.137  -0.172  1.265  0.000
H  2.029  1.105  -4.730  0.000
C  -2.625  -0.992  -1.381  0.000
H  -3.397  2.838  -0.183  0.000
C  4.296  0.469  3.842  -0.001
H  -1.271  1.442  4.073  0.000
N  5.400  0.258  3.145  0.005
H  -0.781  -1.931  1.527  0.000
H  1.081  -2.952  -4.361  0.000
Si  -1.278  2.370  -1.497  0.002
H  -3.231  3.605  -1.752  0.000
H  4.394  0.683  4.901  0.000
N  0.658  0.930  3.278  0.005
H  -3.924  0.060  5.365  0.000
Si  2.991  1.339  -2.420  0.001
C  -1.871  0.910  0.814  0.001
C  -0.976  1.557  -3.126  0.000
H  -3.211  -3.933  4.011  0.000
H  -1.603  2.179  -3.780  0.000
O  -0.779  -1.206  0.887  0.061
C  4.000  -0.049  1.261  0.010
H  2.949  -2.442  -0.137  0.000
O  -2.597  1.754  1.239  0.000
C  5.246  -0.002  1.859  -0.001
H  -3.971  -2.375  5.781  0.000
H  4.554  2.995  -1.411  0.000
C  -0.108  -3.457  -1.541  0.000
C  -4.446  -1.002  0.182  0.000
C  -4.871  -1.329  -2.167  0.000
C  -0.149  3.752  -1.008  0.002
H  -4.824  -0.907  1.192  0.000
H  -6.393  -1.290  -0.656  0.000
H  3.455  2.126  -4.680  0.000
H  0.152  3.677  0.037  0.002
H  -3.687  1.895  -1.670  0.000
H  2.788  -3.893  -1.108  0.000
C  -3.588  -1.990  4.845  0.000
H  0.149  -4.348  -2.125  0.000
H  -0.716  4.681  -1.124  0.000
H  -3.144  -1.307  -3.442  0.000
C  3.475  2.818  -1.363  0.005
O  -0.824  1.213  -0.018  0.002
C  1.811  0.745  3.977  0.003
C  3.034  0.434  3.260  0.008
H  -1.120  -3.180  -1.799  0.000
H  0.645  -1.257  -4.190  0.000
C  -3.555  -0.625  4.611  0.000
C  2.528  1.884  -4.150  0.000
H  -0.079  -3.739  -0.487  0.000
H  2.991  3.731  -1.716  0.000
C  -3.079  -0.122  3.403  0.000
C  -2.627  -0.987  2.415  0.000
H  3.209  2.685  -0.314  0.006
Si  1.227  -2.217  -1.968  -0.002
H  3.886  -0.280  0.216  0.000
H  -0.009  1.388  6.305  0.000
H  -1.366  0.540  -3.181  0.000
N  1.683  0.900  5.267  0.001
H  1.921  2.791  -4.158  0.000
C  4.411  0.106  -2.532  0.000
H  5.306  0.734  -2.599  0.000
C  -3.161  -2.864  3.853  0.000
C  -2.092  -0.570  1.046  0.002
H  4.345  -0.477  -3.453  0.000
H  -3.121  0.942  3.217  0.000
H  -2.428  -3.068  1.861  0.000
C  2.837  -2.801  -1.165  0.000
Ir  1.043  0.510  1.086  0.876
C  1.338  -2.026  -3.840  -0.001
C  -3.081  -0.913  -0.070  0.001
Ge  1.306  0.080  -1.135  0.000
H  2.344  -1.751  -4.167  0.000

Atomic forces in eV per Å
C -0.11 0.41 -1.20
C -0.24 0.10 0.10
H -0.03 0.06 0.04
C 0.02 -0.01 0.02
N -0.13 0.16 -0.46
H 0.02 0.01 0.02
H 0.19 -0.11 -0.01
H 0.02 0.03 0.06
C -0.01 0.02 0.06
H 0.00 0.06 0.00
C 0.09 0.03 0.01
N 0.02 -0.01 0.01
H -0.04 0.11 -0.06
H -0.02 -0.01 0.03
H -0.01 0.03 0.03
C -0.17 -0.11 -0.05
H 0.07 0.14 -0.11
C -0.05 -0.05 0.18
H 0.08 0.02 -0.03
N 0.02 0.03 0.25
H 0.22 -0.06 -0.05
H 0.00 -0.01 0.10
Si 0.07 -0.19 1.94
H -0.23 -0.13 -0.07
H -0.03 0.01 -0.04
N 0.05 -0.08 -0.43
H 0.00 -0.01 -0.03
Si -0.21 0.35 -0.02
C -0.16 0.05 0.50
C 0.01 -0.17 0.18
H 0.00 0.03 -0.01
H 0.17 -0.11 -0.16
O -0.41 0.26 -0.20
C 0.04 -0.22 -0.26
H 0.03 -0.04 -0.06
O 0.31 -0.04 0.72
C 0.05 -0.07 -0.29
H 0.03 0.01 -0.03
H -0.06 -0.04 -0.02
C 0.33 0.05 0.18
C -0.03 -0.01 0.07
C 0.04 0.00 -0.03
C -0.17 0.24 -0.46
H 0.02 -0.02 -0.04
H 0.03 0.00 -0.01
H 0.00 0.00 0.04
H -0.03 -0.04 -0.03
H 0.03 0.10 0.10
H -0.01 0.02 0.00
C -0.01 -0.03 -0.01
H -0.01 0.01 0.05
H 0.16 0.05 0.03
H -0.01 0.01 0.03
C 0.10 -0.03 -0.09
O -0.18 -0.12 -0.39
C -0.06 -0.03 0.14
C 0.06 0.06 0.31
H -0.18 0.13 -0.08
H 0.00 0.00 -0.04
C 0.02 0.03 -0.03
C 0.10 -0.08 0.05
H -0.02 0.02 -0.02
H -0.01 -0.06 0.03
C -0.11 -0.05 0.00
C -0.10 0.07 -0.03
H 0.00 0.01 0.08
Si -0.22 -0.10 -0.53
H 0.05 0.05 -0.04
H 0.01 0.00 0.01
H -0.07 0.10 -0.04
N 0.11 0.05 0.13
H -0.05 -0.06 0.02
C 0.04 0.13 -0.07
H 0.02 -0.10 -0.05
C -0.01 0.01 0.01
C 0.19 -0.35 0.30
H -0.02 0.00 0.03
H -0.03 -0.02 -0.01
H -0.04 0.02 0.00
C -0.17 -0.03 0.02
Ir -1.07 0.72 1.06
C 0.11 -0.07 0.12
C 0.15 -0.12 -0.14
Ge 1.48 -1.08 -1.37
H -0.07 0.07 0.05

Maximum force   0.0445 Eh/bohr
Molar mass   858.78 g/mol
Net charge   +2
Expectation value of S²   0.754
Spin multiplicity   2
Relative energy (zero: lowest compared OMol25 entry of this formula, charge and spin)   0.0 kcal per mole
LUMO (alpha / beta)   -0.2414 / -0.2483 hartree


Record 2
The following is a quantum chemistry calculation of an isolated ion of composition C7H13NP and charge +1 in a non-equilibrium geometry, from the OMol25 dataset.

Last column: natural (NBO) charge in e.
Cartesian coordinates (Å):
C  -0.499  -2.545  -1.149  -0.589
C  0.213  0.677  -0.080  -0.265
H  0.449  2.622  -1.145  0.242
N  0.712  0.134  2.443  -0.969
C  -0.050  -1.178  -1.646  -0.411
H  1.417  0.903  2.343  0.449
H  0.236  0.265  3.364  0.434
H  0.557  -1.349  -2.521  0.229
H  -1.373  -2.702  -1.878  0.230
P  -0.916  0.199  1.290  0.992
H  0.226  -3.265  -1.155  0.214
H  1.713  -0.985  -0.198  0.226
H  -1.827  2.231  2.616  0.260
C  -0.099  1.963  -0.367  -0.233
H  -0.968  -0.673  -1.926  0.219
H  -0.818  3.776  0.353  0.253
H  1.703  0.173  -1.431  0.239
C  -1.388  1.970  1.651  -0.567
H  -0.964  -2.381  -0.137  0.186
C  0.956  -0.400  -0.814  -0.466
C  -0.867  2.718  0.649  -0.129
H  1.175  -0.835  2.548  0.455

Atomic forces in eV per Å
C -4.00 2.98 -0.05
C -1.42 0.36 0.25
H -1.04 -1.50 1.00
N -0.62 -0.98 1.72
C 1.41 -1.26 -0.54
H -0.75 -0.89 -0.18
H 0.85 0.02 -0.52
H -0.44 -0.18 -0.95
H 1.28 -0.86 1.26
P 1.18 0.92 0.40
H 1.68 -1.98 -0.02
H -1.51 0.18 -0.26
H -0.23 0.25 -0.66
C 2.39 0.62 -0.77
H 0.37 0.81 0.08
H -0.86 -0.13 1.19
H -0.88 -0.54 -0.04
C 1.31 -0.54 -0.08
H 0.40 -0.69 -0.74
C 1.55 1.98 0.31
C 0.07 -0.51 -0.74
H -0.76 1.94 -0.64

Maximum force   0.0971 Eh/bohr
SMILES   CCCC1=P([NH3+])=CC=C1
Molar mass   142.16 g/mol
Net charge   +1
Spin multiplicity   1
Relative energy (zero: lowest compared OMol25 entry of this formula, charge and spin)   0.0 kcal per mole
LUMO   -0.1756 hartree


Record 3
The following is a quantum chemistry calculation of C5H6O as an isolated structure, from the OMol25 dataset.

Last column: natural (NBO) charge in e.
Cartesian coordinates (Å):
C  0.520  1.158  -0.410  -0.040
H  1.137  2.013  -0.686  0.212
H  0.892  -0.613  -1.551  0.250
H  -1.345  2.134  0.083  0.227
C  -0.739  1.232  0.074  -0.322
C  0.985  -0.276  -0.508  -0.487
C  -0.006  -0.974  0.427  -0.006
O  -1.137  -1.621  -0.152  -0.624
H  2.018  -0.464  -0.199  0.223
C  -1.063  -0.001  0.798  -0.047
H  0.466  -1.529  1.235  0.178
H  -1.802  -1.139  0.701  0.436

Atomic forces in eV per Å
C -0.16 -0.05 -0.01
H -0.24 -0.18 -0.33
H -0.03 0.03 0.27
H 0.10 -0.22 0.13
C 0.18 -0.04 0.07
C 0.05 0.00 0.17
C 0.20 0.06 0.29
O -0.11 0.01 0.00
H -0.09 0.24 -0.06
C 0.38 0.40 0.19
H 0.04 -0.23 -0.09
H -0.30 -0.01 -0.62

Maximum force   0.0133 Eh/bohr
Molar mass   82.10 g/mol
Spin multiplicity   1
Relative energy (zero: lowest compared OMol25 entry of this formula, charge and spin)   107.0 kcal per mole
LUMO   -0.0051 hartree